{"formula": "C25H25NO6S", "method": "ωB97M-V with the def2-TZVPD basis set", "homo_lumo_gap_ev": 7.65, "lumo_energy_ev": -0.131, "mol_weight_g_mol": 467.5, "smiles": "COc1cc(OC)c(OC)cc1/C=C/C(=O)c1ccc(NS(=O)(=O)c2ccc(C)cc2)cc1", "elements": ["C", "O", "C", "C", "C", "O", "C", "C", "O", "C", "C", "C", "C", "C", "C", "O", "C", "C", "C", "C", "N", "S", "O", "O", "C", "C", "C", "C", "C", "C", "C", "C", "C", "H", "H", "H", "H", "H", "H", "H", "H", "H", "H", "H", "H", "H", "H", "H", "H", "H", "H", "H", "H", "H", "H", "H", "H", "H"], "coordinates": [[1.93500, -1.86169, 1.81362], [2.01574, -0.67802, 1.05804], [3.23280, -0.22786, 0.64470], [4.41245, -0.91351, 0.90171], [5.65701, -0.45571, 0.48080], [6.81479, -1.14552, 0.71663], [6.76654, -2.34699, 1.44442], [5.72688, 0.76221, -0.22050], [6.84119, 1.37186, -0.71915], [8.13345, 0.95227, -0.34421], [4.54330, 1.43747, -0.46988], [3.28394, 0.98712, -0.06954], [2.14501, 1.80747, -0.40078], [0.84094, 1.58444, -0.16356], [-0.15894, 2.57160, -0.58198], [0.11556, 3.52766, -1.29080], [-1.55524, 2.34758, -0.11961], [-2.58876, 2.93987, -0.84526], [-3.90558, 2.77003, -0.47642], [-4.22110, 2.01512, 0.65227], [-5.54236, 1.82517, 1.04106], [-6.09593, 0.30011, 1.50561], [-7.52263, 0.40577, 1.46661], [-5.45851, -0.08932, 2.72423], [-5.51084, -0.71628, 0.15922], [-6.22353, -0.71530, -1.02308], [-5.73706, -1.42387, -2.10734], [-4.53709, -2.12219, -2.01631], [-3.99118, -2.86416, -3.19589], [-3.83926, -2.10961, -0.81171], [-4.32239, -1.40874, 0.27847], [-3.19307, 1.45421, 1.40777], [-1.87846, 1.61470, 1.02170], [0.87786, -1.98956, 2.04335], [2.49699, -1.78445, 2.74992], [2.28445, -2.73044, 1.24593], [4.36733, -1.84347, 1.44173], [7.79984, -2.68465, 1.51144], [6.37282, -2.19403, 2.45450], [6.17311, -3.10947, 0.92946], [8.80723, 1.68861, -0.78221], [8.37138, -0.03767, -0.73895], [8.25811, 0.94824, 0.74113], [4.62139, 2.36615, -1.01294], [2.38746, 2.73674, -0.90470], [0.49781, 0.68564, 0.31478], [-2.33149, 3.52891, -1.71303], [-4.69864, 3.22481, -1.05312], [-6.23061, 2.30314, 0.47937], [-7.15650, -0.17583, -1.07131], [-6.29186, -1.43403, -3.03382], [-4.76690, -3.05167, -3.93335], [-3.55718, -3.81271, -2.88821], [-3.20508, -2.27579, -3.66930], [-2.91003, -2.65386, -0.73101], [-3.80282, -1.39987, 1.22245], [-3.44862, 0.90650, 2.30016], [-1.09870, 1.19286, 1.63694]], "atomic_forces_ev_per_a": [[-0.02, -0.20, 0.12], [0.12, 0.29, -0.19], [0.21, 0.22, -0.15], [-0.12, -0.25, 0.16], [0.11, 0.23, -0.13], [-0.23, 0.40, -0.24], [-0.01, -0.22, 0.13], [-0.06, -0.07, 0.09], [-0.31, -0.05, -0.11], [0.46, -0.03, 0.04], [0.04, -0.32, 0.17], [0.31, -0.51, 0.24], [-0.68, 0.14, 0.03], [0.53, -0.10, -0.01], [0.11, 0.33, -0.22], [-0.12, -0.14, 0.10], [-0.38, 0.15, 0.00], [0.17, -0.04, 0.05], [-0.17, -0.08, 0.14], [0.91, 0.02, -0.01], [-0.77, -0.52, 0.46], [-0.09, 0.29, -0.38], [0.02, 0.07, -0.29], [0.29, -0.02, -0.23], [-0.22, 0.25, 0.59], [-0.14, 0.02, -0.10], [0.03, 0.05, 0.11], [-0.01, 0.01, 0.10], [0.05, 0.04, -0.02], [-0.11, 0.05, -0.04], [0.10, -0.09, 0.11], [-0.09, 0.09, 0.03], [0.10, 0.09, -0.27], [0.08, -0.04, 0.01], [0.00, 0.00, -0.05], [0.01, 0.05, 0.02], [0.00, -0.08, 0.05], [-0.09, -0.03, 0.03], [0.00, -0.01, -0.05], [0.01, 0.04, 0.03], [-0.02, -0.06, 0.05], [0.00, 0.12, 0.05], [0.00, 0.00, -0.06], [-0.01, 0.13, -0.06], [-0.04, 0.07, -0.04], [0.03, -0.03, 0.04], [0.02, 0.05, -0.05], [-0.08, 0.02, -0.10], [-0.17, -0.05, -0.02], [-0.13, 0.04, -0.10], [-0.06, -0.01, -0.08], [-0.02, -0.05, -0.08], [0.03, -0.08, -0.04], [0.05, -0.01, -0.08], [0.10, -0.07, 0.02], [0.12, -0.04, 0.08], [0.09, 0.00, 0.11], [0.08, -0.07, 0.05]], "nbo_charge": [-0.251, -0.497, 0.329, -0.346, 0.265, -0.502, -0.251, 0.229, -0.498, -0.239, -0.172, -0.151, -0.081, -0.340, 0.514, -0.565, -0.098, -0.165, -0.246, 0.160, -0.839, 2.311, -0.933, -0.926, -0.281, -0.207, -0.206, 0.012, -0.632, -0.206, -0.199, -0.272, -0.172, 0.202, 0.179, 0.177, 0.219, 0.204, 0.178, 0.177, 0.189, 0.182, 0.177, 0.227, 0.223, 0.224, 0.238, 0.210, 0.413, 0.236, 0.216, 0.219, 0.222, 0.229, 0.214, 0.240, 0.245, 0.216]}